The following is a quantum chemistry calculation of a cluster of 4 separate species, C21H41I2N3O5 in total at a distorted geometry, from OMol25.

Geometry as ORCA input:
```
! wB97M-V def2-TZVPD RIJCOSX def2/J DEFGRID3
* xyz 0 1
H -4.149 -3.899 2.590
N -3.606 -3.063 2.901
C -3.761 -2.193 1.922
C -4.631 -2.514 0.607
O -4.877 -1.321 -0.176
C -3.814 -1.091 -1.118
O -4.158 -0.963 -2.310
N -2.423 -0.964 -0.651
N -1.497 -1.462 -1.562
C -1.392 -2.949 -1.547
C 0.090 -3.305 -0.965
C 0.041 -4.392 0.207
C -2.078 0.426 -0.248
I -2.188 1.853 -1.892
C -0.573 0.495 0.354
C -0.247 1.951 0.982
I -0.272 -0.935 2.000
H -3.262 -1.157 1.939
H -5.634 -2.927 0.989
H -4.148 -3.367 0.010
H -1.617 -1.076 -2.508
H -1.452 -3.411 -2.595
H -2.182 -3.476 -0.915
H 0.609 -2.334 -0.633
H 0.726 -3.710 -1.828
H 1.130 -4.603 0.505
H -0.491 -3.952 1.125
H -0.479 -5.349 -0.143
H -2.785 0.723 0.592
H 0.204 0.204 -0.442
H -0.168 2.767 0.190
H 0.765 1.879 1.493
H -1.096 2.209 1.702
C 5.315 1.142 1.250
C 5.069 2.198 0.194
C 3.555 2.227 0.125
O 3.073 1.884 1.432
C 4.168 1.384 2.211
H 6.294 1.217 1.727
H 5.226 0.145 0.805
H 5.446 3.165 0.542
H 5.535 1.976 -0.767
H 3.174 1.479 -0.579
H 3.167 3.206 -0.164
H 4.427 2.147 2.954
H 3.862 0.477 2.737
C -5.622 4.138 1.313
C -5.381 5.566 0.874
C -4.034 5.865 1.503
O -3.317 4.624 1.557
C -4.225 3.554 1.264
H -6.332 3.599 0.683
H -5.998 4.124 2.341
H -5.302 5.610 -0.217
H -6.161 6.261 1.188
H -4.146 6.232 2.529
H -3.458 6.597 0.932
H -3.987 3.177 0.263
H -4.082 2.744 1.984
C 5.132 -1.769 -2.947
C 5.747 -3.067 -2.471
C 4.999 -3.312 -1.175
O 3.694 -2.739 -1.334
C 3.687 -1.929 -2.517
H 5.241 -1.598 -4.019
H 5.589 -0.926 -2.418
H 5.528 -3.865 -3.186
H 6.829 -3.018 -2.336
H 5.486 -2.809 -0.333
H 4.907 -4.375 -0.939
H 3.102 -2.454 -3.279
H 3.204 -0.972 -2.304
*
```

Output
SMILES = [H]/N=C\COC(=O)N(NCCC)[C@H](I)[C@@H](C)I.C1CCOC1.C1CCOC1.C1CCOC1
HOMO-LUMO gap = 9.23 eV
LUMO = 0.18 eV
Calculated total energy = -53346.2537 eV
M = 669.4 u


The following is a quantum chemistry calculation of the molecule C15H20ClNO4 at a distorted geometry, from OMol25.

Geometry as ORCA input:
```
! wB97M-V def2-TZVPD RIJCOSX def2/J DEFGRID3
* xyz 0 1
C 1.760 -3.688 2.234
C 0.274 -4.227 2.385
O 0.308 -5.410 2.652
O -0.837 -3.616 1.802
C -0.764 -2.365 1.136
C -0.123 -2.354 -0.136
C -0.240 -1.266 -0.874
C -0.843 -0.059 -0.476
C -0.823 1.238 -1.301
Cl -2.025 2.419 -0.772
C 0.557 1.926 -1.077
N 0.719 3.204 -1.807
C 0.779 3.189 -3.246
C 0.027 4.375 -3.669
C 2.214 3.284 -3.723
C -1.400 -0.093 0.783
C -1.389 -1.224 1.602
O -2.079 -1.328 2.780
C -1.309 -1.677 3.805
C -1.939 -2.553 4.825
O -0.135 -1.409 4.001
H 2.520 -4.478 1.992
H 1.967 -3.381 3.291
H 1.865 -2.781 1.601
H 0.308 -3.272 -0.630
H 0.265 -1.157 -1.804
H -0.952 1.015 -2.319
H 0.832 2.106 -0.023
H 1.267 1.230 -1.450
H -0.014 3.898 -1.476
H 0.355 2.280 -3.679
H -0.970 4.507 -3.153
H -0.274 4.217 -4.739
H 0.571 5.249 -3.635
H 2.494 2.262 -3.862
H 2.355 3.875 -4.626
H 2.851 3.669 -2.904
H -1.865 0.728 1.263
H -2.876 -2.178 5.146
H -2.157 -3.505 4.358
H -1.273 -2.650 5.725
*
```

Output
Energy relative to the best compared isomer or geometry (same formula, charge and spin) = 65.1 kJ/mol
SMILES = CC(=O)Oc1ccc([C@@H](Cl)CNC(C)C)cc1OC(C)=O
HOMO-LUMO gap = 9.40 eV
LUMO = 0.57 eV
Calculated total energy = -38080.3139 eV
M = 313.8 u


The following is a quantum chemistry calculation of a structure of composition C26H22BrCdN5O6Se, from OMol25.

Geometry as ORCA input:
```
! wB97M-V def2-TZVPD RIJCOSX def2/J DEFGRID3
* xyz 0 1
Cd -0.686 1.178 -0.211
O -3.272 4.595 -0.099
C -2.371 3.768 -0.058
O -2.441 2.553 0.342
C -0.957 4.209 -0.478
C -0.585 5.499 -0.817
C 0.761 5.750 -1.058
C 1.701 4.738 -0.905
C 1.247 3.471 -0.583
N -0.050 3.242 -0.413
C 2.149 2.264 -0.269
O 3.351 2.467 -0.152
O 1.524 1.163 -0.085
H -1.336 6.273 -0.879
H 1.083 6.744 -1.343
H 2.762 4.903 -1.027
C -3.902 0.520 -1.537
O -2.551 0.083 -1.682
C -2.314 -1.253 -1.655
C -3.287 -2.230 -1.565
C -2.895 -3.563 -1.512
Br -4.241 -4.896 -1.390
C -1.574 -3.936 -1.524
C -0.583 -2.951 -1.602
C -0.954 -1.607 -1.687
O -0.064 -0.599 -1.766
C 0.837 -3.271 -1.557
N 1.774 -2.352 -1.547
C 2.978 -3.018 -1.467
C 4.281 -2.528 -1.408
C 5.304 -3.451 -1.333
C 5.052 -4.830 -1.318
C 3.766 -5.331 -1.371
C 2.736 -4.402 -1.440
N 1.362 -4.530 -1.497
H -4.341 0.123 -0.620
H -4.494 0.212 -2.402
H -3.864 1.601 -1.468
H -4.334 -1.974 -1.516
H -1.317 -4.983 -1.445
H 0.864 -0.991 -1.662
H 4.468 -1.462 -1.411
H 6.330 -3.110 -1.284
H 5.884 -5.519 -1.256
H 3.570 -6.396 -1.361
H 0.844 -5.389 -1.501
C -3.225 1.484 2.976
N -1.816 1.469 3.326
C -1.203 2.375 4.161
C 0.111 2.069 4.187
N 0.295 0.982 3.362
C 1.574 0.327 3.143
C -0.889 0.637 2.812
Se -1.198 -0.706 1.552
H -3.800 1.834 3.831
H -3.533 0.476 2.712
H -3.383 2.136 2.118
H -1.757 3.145 4.666
H 0.929 2.518 4.722
H 2.052 0.145 4.105
H 2.224 0.937 2.522
H 1.408 -0.613 2.628
*
```

Output
Energy relative to the best compared isomer or geometry (same formula, charge and spin) = 17.1 kJ/mol
HOMO-LUMO gap = 8.46 eV
LUMO = 0.03 eV
Calculated total energy = -187011.1907 eV
M = 771.8 u


The following is a quantum chemistry calculation of a cluster of 6 separate species, C5H22N2O6 in total at a distorted geometry, from OMol25.

Geometry as ORCA input:
```
! wB97M-V def2-TZVPD RIJCOSX def2/J DEFGRID3
* xyz 0 1
C 1.999 -3.349 0.958
C 0.967 -2.585 0.141
C 1.297 -1.075 0.055
N 0.151 -0.182 0.264
C 0.082 0.831 1.155
O -0.728 1.741 0.980
C 0.948 0.865 2.437
N 0.129 0.886 3.614
H 3.008 -3.002 0.723
H 1.821 -3.223 2.027
H 1.972 -4.417 0.742
H -0.054 -2.850 0.414
H 0.980 -2.839 -0.926
H 2.083 -0.770 0.746
H 1.725 -0.848 -0.923
H -0.489 -0.230 -0.514
H 1.696 0.073 2.405
H 1.541 1.781 2.374
H -0.371 1.746 3.737
H -0.388 0.029 3.713
O -3.200 -0.308 -2.311
H -4.030 -0.659 -2.656
H -3.526 0.173 -1.527
O -0.505 -0.729 -2.941
H -1.380 -0.338 -2.781
H -0.475 -0.648 -3.903
O -3.200 1.386 -0.022
H -2.547 1.260 0.695
H -3.261 2.350 0.085
O 3.625 1.379 -2.072
H 4.493 1.372 -1.653
H 3.063 1.058 -1.356
O -2.668 3.955 -1.016
H -1.723 3.782 -0.968
H -3.033 3.385 -1.698
*
```

Output
Energy relative to the best compared isomer or geometry (same formula, charge and spin) = 173.1 kJ/mol
SMILES = CCCNC(=O)CN.O.O.O.O.O
HOMO-LUMO gap = 9.78 eV
LUMO = 0.53 eV
Calculated total energy = -20807.4763 eV
M = 206.2 u


The following is a quantum chemistry calculation of a cluster of 2 separate species, C2H8N2 in total at a distorted geometry, from OMol25.

Geometry as ORCA input:
```
! wB97M-V def2-TZVPD RIJCOSX def2/J DEFGRID3
* xyz 0 1
C 0.342 -0.642 2.687
C 1.567 -0.773 2.203
N 2.319 0.199 1.563
H -0.070 0.254 3.139
H -0.306 -1.475 2.910
H 1.933 -1.788 2.112
H 2.075 1.132 1.866
H 3.312 0.034 1.511
N -2.776 0.733 -4.792
H -2.207 0.065 -4.291
H -2.459 1.633 -4.442
H -3.730 0.630 -4.467
*
```

Output
Energy relative to the best compared isomer or geometry (same formula, charge and spin) = 66.9 kJ/mol
SMILES = C=CN.N
HOMO-LUMO gap = 9.46 eV
LUMO = 1.12 eV
Calculated total energy = -5183.0450 eV
M = 60.1 u